(1)
Molecular formula: C10H15NO4
Method: DFT, wB97M-V/def2-TZVPD

The geometry in XYZ format:
```
30
Properties=species:S:1:pos:R:3:lowdin_charge:R:1
C 2.232 -0.292 1.474 -0.315
C 1.268 -0.916 0.524 -0.209
C 2.753 1.011 0.934 -0.093
C 1.596 1.987 0.746 -0.133
C 0.505 1.338 -0.166 -0.085
C -0.045 -0.024 0.317 -0.237
C -1.760 -1.931 -0.188 -0.051
C -0.505 -0.944 -2.078 -0.029
C -2.316 0.357 -0.867 -0.010
C -1.135 -0.578 -0.666 -0.458
N -0.738 0.271 1.561 -0.315
O -1.059 -0.735 2.175 0.103
O 2.706 -0.740 2.502 0.137
O 1.560 -1.783 -0.243 0.177
O -1.031 1.440 1.852 0.079
H 3.482 1.349 1.739 0.156
H 3.217 0.807 0.007 0.119
H 1.181 2.207 1.679 0.093
H 2.001 2.836 0.312 0.096
H -0.266 2.048 -0.270 0.104
H 0.979 1.099 -1.184 0.149
H -2.557 -2.239 -0.883 0.092
H -2.046 -1.894 0.865 0.073
H -1.175 -2.839 -0.277 0.078
H -1.370 -1.282 -2.713 0.102
H 0.140 -0.164 -2.420 0.059
H -0.068 -2.008 -1.960 0.101
H -3.131 -0.169 -1.082 0.041
H -2.000 0.841 -1.741 0.076
H -2.419 0.947 0.051 0.099
```

Energy above the lowest of the compared OMol25 structures with the same formula, charge and spin   543.1 kJ/mol
SMILES string   CC(C)(C)[C@]1([N+](=O)[O-])CCCC(=O)C1=O
2S+1   1
LUMO energy   -0.367 eV
Frontier orbital gap   9.418 eV


(2)
Molecular formula: C5H11O2
Method: DFT, wB97M-V/def2-TZVPD

The geometry in XYZ format:
```
18
Properties=species:S:1:pos:R:3:lowdin_charge:R:1
C -2.809 -0.059 -0.340 -0.217
C -2.178 1.221 -0.424 -0.220
H -3.685 0.157 0.333 0.072
H -3.280 -0.386 -1.262 0.059
H -2.134 -0.835 0.119 0.082
H -2.868 1.954 -0.177 0.033
H -1.651 1.355 -1.377 0.081
H -1.343 1.324 0.319 0.091
C 1.566 -0.880 0.010 -0.194
C 2.100 -0.808 1.448 -0.160
C 2.326 0.371 -0.849 -0.738
O 3.502 0.640 -0.715 -0.055
O 1.498 0.904 -1.646 -0.137
H 1.748 -1.927 -0.358 0.083
H 0.539 -0.639 -0.274 0.051
H 1.576 -1.613 2.139 0.088
H 1.955 0.211 1.703 0.044
H 3.138 -0.989 1.350 0.036
```

Charge   -1
Energy above the lowest of the compared OMol25 structures with the same formula, charge and spin   130.9 kJ/mol
2S+1   1
LUMO energy   3.721 eV
Frontier orbital gap   7.434 eV


(3)
Molecular formula: C38H78BClN7O6P
Method: DFT, wB97M-V/def2-TZVPD

The geometry in XYZ format:
```
132
Properties=species:S:1:pos:R:3:lowdin_charge:R:1
C -3.997 -2.150 1.654 0.099
C -3.328 -1.407 2.514 -0.110
N -2.788 -0.153 2.015 0.074
C -3.438 1.002 2.206 -0.160
C -4.746 1.084 2.965 -0.052
C -4.792 2.209 4.013 -0.418
C -6.116 2.951 4.192 -0.043
N -3.838 2.551 4.773 0.158
C -2.928 2.161 1.685 0.062
C -1.740 2.119 0.963 -0.080
C -1.137 3.374 0.309 -0.459
O -0.590 4.235 0.935 0.187
O -1.307 3.424 -1.050 0.159
B -2.689 3.271 -1.418 -0.713
O -3.482 4.396 -1.220 0.178
N -3.162 2.017 -1.905 -0.043
C -2.137 1.255 -2.658 -0.041
C -4.432 2.121 -2.669 -0.046
C -1.034 0.923 0.799 -0.217
P 0.583 1.009 -0.134 0.676
O 1.713 1.003 1.079 -0.318
Cl 0.876 -0.697 -1.264 0.340
C -1.613 -0.213 1.354 -0.053
C -0.961 -1.588 1.211 -0.763
O -1.301 -2.257 0.217 -0.031
O -0.161 -1.947 2.084 0.030
H -3.873 -2.054 0.572 0.081
H -4.669 -2.946 1.974 0.086
H -3.193 -1.768 3.531 0.144
H -5.557 1.282 2.246 0.131
H -4.992 0.130 3.446 0.121
H -6.664 3.074 3.251 0.073
H -5.941 3.949 4.610 0.081
H -6.703 2.408 4.947 0.088
H -3.018 1.975 4.557 0.063
H -3.463 3.093 1.838 0.152
H -4.261 4.153 -0.706 0.109
H -2.593 0.306 -2.971 0.074
H -1.340 0.980 -1.961 0.022
H -1.693 1.803 -3.498 0.108
H -4.684 3.137 -2.990 0.089
H -4.343 1.521 -3.586 0.082
H -5.231 1.637 -2.089 0.090
H 1.229 0.853 1.906 0.060
C 4.140 3.037 0.770 -0.092
C 5.245 3.099 1.814 -0.269
N 5.752 4.438 2.061 -0.199
C 6.954 4.452 2.880 -0.252
C 6.845 3.959 4.328 -0.090
C 4.751 5.436 2.404 -0.248
C 3.891 5.190 3.650 -0.084
H 4.477 3.449 -0.184 0.082
H 3.849 2.002 0.605 0.051
H 3.246 3.575 1.087 0.062
H 6.072 2.481 1.451 0.118
H 4.881 2.620 2.736 0.100
H 7.365 5.466 2.884 0.110
H 7.707 3.843 2.370 0.108
H 6.376 4.700 4.975 0.053
H 7.847 3.783 4.727 0.069
H 6.293 3.023 4.410 0.065
H 4.083 5.557 1.548 0.100
H 5.242 6.409 2.498 0.113
H 3.559 4.154 3.729 0.066
H 2.996 5.815 3.606 0.071
H 4.417 5.458 4.565 0.052
C 2.724 -2.470 3.900 -0.091
C 3.250 -2.923 5.254 -0.276
N 2.242 -2.929 6.301 -0.198
C 2.798 -3.137 7.628 -0.254
C 3.469 -4.484 7.926 -0.090
C 1.033 -3.681 6.005 -0.247
C 1.176 -5.176 5.696 -0.084
H 2.294 -1.469 3.960 0.073
H 3.542 -2.442 3.178 0.075
H 1.969 -3.148 3.503 0.059
H 4.046 -2.231 5.547 0.116
H 3.725 -3.909 5.133 0.098
H 2.012 -2.965 8.370 0.109
H 3.534 -2.346 7.806 0.107
H 2.737 -5.274 8.091 0.053
H 4.055 -4.401 8.845 0.068
H 4.149 -4.795 7.133 0.065
H 0.535 -3.205 5.155 0.097
H 0.328 -3.555 6.832 0.111
H 2.025 -5.389 5.046 0.069
H 0.279 -5.532 5.185 0.071
H 1.276 -5.770 6.604 0.052
C -5.098 -1.028 -6.533 -0.088
C -4.545 -1.625 -5.247 -0.274
N -5.512 -1.694 -4.165 -0.196
C -4.911 -2.044 -2.887 -0.252
C -4.282 -3.436 -2.745 -0.072
C -6.761 -2.373 -4.475 -0.248
C -6.687 -3.838 -4.924 -0.083
H -5.485 -0.021 -6.365 0.076
H -4.303 -0.963 -7.278 0.075
H -5.892 -1.640 -6.962 0.065
H -3.713 -0.991 -4.924 0.107
H -4.113 -2.610 -5.476 0.102
H -5.661 -1.916 -2.098 0.109
H -4.138 -1.300 -2.666 0.088
H -5.037 -4.212 -2.624 0.057
H -3.657 -3.462 -1.849 0.066
H -3.645 -3.695 -3.591 0.071
H -7.274 -1.804 -5.254 0.099
H -7.426 -2.300 -3.610 0.113
H -5.873 -4.019 -5.628 0.069
H -7.617 -4.114 -5.426 0.072
H -6.573 -4.515 -4.080 0.054
C 5.274 -0.158 -7.741 -0.092
C 4.181 0.370 -6.823 -0.277
N 3.085 -0.559 -6.614 -0.199
C 1.949 0.041 -5.933 -0.248
C 2.146 0.517 -4.488 -0.096
C 3.461 -1.885 -6.148 -0.248
C 4.217 -1.988 -4.818 -0.081
H 4.870 -0.426 -8.718 0.078
H 6.032 0.612 -7.888 0.072
H 5.778 -1.029 -7.320 0.063
H 3.778 1.277 -7.283 0.117
H 4.642 0.683 -5.873 0.099
H 1.110 -0.661 -5.959 0.111
H 1.620 0.898 -6.530 0.107
H 2.151 -0.314 -3.787 0.008
H 1.313 1.165 -4.203 0.063
H 3.064 1.091 -4.359 0.070
H 4.069 -2.359 -6.923 0.098
H 2.563 -2.508 -6.096 0.114
H 4.989 -1.225 -4.715 0.068
H 4.711 -2.960 -4.752 0.072
H 3.545 -1.920 -3.963 0.053
```

2S+1   1
LUMO energy   -1.340 eV
Frontier orbital gap   6.427 eV


(4)
Molecular formula: C4H6NaO7
Method: DFT, wB97M-V/def2-TZVPD

The geometry in XYZ format:
```
18
Properties=species:S:1:pos:R:3:lowdin_charge:R:1
O 3.237 0.171 1.096 -0.065
C 2.668 -0.566 0.254 -0.786
O 3.100 -0.827 -0.894 -0.078
O 1.470 -1.067 0.644 0.010
O -1.077 0.095 0.800 -0.044
C -1.743 1.023 -0.008 -0.733
O -1.539 1.005 -1.244 -0.065
O -3.093 0.947 0.349 0.004
C -0.879 -1.200 0.263 -0.183
C 0.490 -1.323 -0.358 -0.166
Na 4.950 0.432 -0.407 0.774
H -3.531 1.749 0.041 0.082
H -1.632 -1.411 -0.510 0.129
H -0.995 -1.931 1.077 0.124
H 0.602 -0.612 -1.188 0.129
H 0.618 -2.341 -0.753 0.121
O -1.293 2.624 0.789 -0.219
H -1.354 3.232 0.047 -0.032
```

Charge   -1
Energy above the lowest of the compared OMol25 structures with the same formula, charge and spin   103.6 kJ/mol
2S+1   1
LUMO energy   0.982 eV
Frontier orbital gap   5.013 eV


(5)
Molecular formula: C11H27ClIO2P2Y
Method: DFT, wB97M-V/def2-TZVPD

The geometry in XYZ format:
```
45
Properties=species:S:1:pos:R:3:lowdin_charge:R:1
C -2.381 0.204 -6.573 -0.051
C -2.135 -0.682 -5.363 -0.680
H -2.812 -0.428 -7.366 0.109
H -1.448 0.643 -6.937 0.096
H -3.084 1.007 -6.337 0.096
O -2.369 -1.861 -5.276 0.046
I -1.231 0.248 -3.474 0.656
Y -0.033 -0.186 -0.003 0.933
P -2.597 0.653 1.160 0.713
C -3.571 -0.310 2.404 -0.267
C -2.713 2.256 2.021 -0.277
H -3.751 2.523 2.247 0.067
H -4.832 1.340 0.358 0.065
H -2.259 3.034 1.393 0.042
H -3.534 1.571 -0.846 0.033
H -2.948 -0.395 3.299 0.028
H -2.150 2.202 2.964 0.051
C -3.929 0.907 -0.076 -0.278
H -4.513 0.180 2.664 0.066
H -4.171 -0.058 -0.529 0.048
H -3.770 -1.307 2.006 0.046
P 2.735 -0.564 -0.804 0.712
C 3.803 -1.983 -0.298 -0.265
C 2.983 -0.657 -2.617 -0.276
H 3.554 1.713 -0.735 0.044
H 4.912 0.553 -0.922 0.069
H 4.119 0.764 0.665 0.041
C 3.952 0.738 -0.423 -0.271
H 2.486 0.210 -3.055 0.034
H 4.039 -0.661 -2.897 0.064
H 4.798 -1.927 -0.752 0.065
H 3.313 -2.916 -0.590 0.047
H 2.501 -1.568 -2.986 0.049
H 3.898 -1.955 0.791 0.038
Cl 0.306 2.195 -0.505 -0.067
C 0.459 -1.459 4.106 0.028
C 1.117 -0.523 3.168 -0.350
C 2.198 0.346 3.672 0.032
O 0.749 -0.472 1.942 -0.236
H 0.996 -1.439 5.072 0.108
H 0.467 -2.491 3.715 0.124
H -0.594 -1.166 4.293 0.116
H 3.123 0.207 3.083 0.112
H 1.910 1.416 3.609 0.133
H 2.405 0.099 4.733 0.110
```

Charge   +2
2S+1   1
LUMO energy   -7.281 eV
Frontier orbital gap   7.773 eV


(6)
Molecular formula: C17H21BiN8O5S3
Method: DFT, wB97M-V/def2-TZVPD

The geometry in XYZ format:
```
55
Properties=species:S:1:pos:R:3:lowdin_charge:R:1
Bi -0.500 0.634 -0.860 1.446
O -3.088 -1.327 -3.719 -0.101
C -2.132 -2.302 -4.006 -0.261
C -1.589 -3.043 -2.745 -0.176
N -0.572 -2.370 -1.937 -0.184
C -0.182 -3.276 -0.850 -0.124
C 0.821 -2.673 0.200 -0.685
O 1.386 -3.572 0.837 -0.026
O 0.977 -1.425 0.275 -0.196
C 0.604 -1.988 -2.696 -0.139
C 0.425 -0.687 -3.408 -0.621
O 1.011 -0.491 -4.484 0.039
O -0.431 0.173 -2.892 -0.341
H -2.656 -0.515 -3.281 0.050
H -2.559 -3.082 -4.653 0.113
H -1.303 -1.891 -4.587 0.103
H -2.457 -3.275 -2.099 0.127
H -1.240 -4.020 -3.101 0.108
H -1.057 -3.650 -0.316 0.115
H 0.308 -4.209 -1.269 0.131
H 1.425 -1.890 -2.007 0.118
H 0.932 -2.795 -3.422 0.155
S -3.111 1.081 -1.191 0.420
C -2.587 2.835 -1.018 -1.073
S -0.909 3.110 -1.292 0.512
C -3.472 3.864 -0.787 -0.395
C -3.111 5.227 -0.528 -0.258
N -2.962 6.342 -0.276 0.129
C -4.899 3.694 -0.801 -0.259
N -6.054 3.699 -0.782 0.126
N 1.725 1.431 -1.275 0.000
C 2.769 1.910 -1.258 -0.379
N 3.818 2.608 -1.128 0.061
C 5.049 2.191 -0.901 -0.419
N 6.206 2.088 -0.676 0.038
C 0.854 -1.950 4.228 -0.087
C -0.344 -1.294 3.498 -0.269
N 0.102 -0.211 2.696 -0.006
C -0.229 1.055 2.912 -0.926
S -1.358 1.587 4.001 0.579
N 0.483 1.925 2.096 -0.045
C 1.941 1.820 1.997 -0.249
C 2.663 1.958 3.349 -0.065
H 0.481 -2.737 4.890 0.062
H 1.536 -1.222 4.781 0.084
H 1.486 -2.387 3.476 0.047
H -1.105 -0.955 4.308 0.089
H -0.768 -2.071 2.889 0.103
H 0.533 -0.432 1.823 0.058
H 0.197 2.866 2.212 0.086
H 2.235 2.676 1.350 0.116
H 2.206 0.930 1.474 0.083
H 2.398 2.874 3.864 0.070
H 3.728 2.024 3.130 0.075
H 2.377 1.141 3.960 0.041
```

Charge   -2
Energy above the lowest of the compared OMol25 structures with the same formula, charge and spin   52.6 kJ/mol
2S+1   1
LUMO energy   4.376 eV
Frontier orbital gap   8.165 eV